(1)
Computed, not measured: a molecular structure, C10H29O14P2S3 at a distorted geometry, with ωB97M-V/def2-TZVPD.

Last column: Löwdin charge in e.
Element x y z (Å)
O1 1.61 3.07 3.51  -0.383
P1 1.40 1.93 2.57  0.251
O2 1.55 2.53 1.08  -0.207
O3 2.61 0.90 2.88  -0.191
C1 -0.12 1.17 2.86  -0.470
P2 -1.38 1.92 1.88  0.642
O4 -2.08 3.12 2.85  -0.351
O5 -2.62 0.80 1.94  -0.364
H1 1.33 1.87 0.40  0.064
H2 3.26 1.40 3.39  0.056
H3 -0.33 1.40 3.91  0.002
H4 -1.38 3.79 2.93  0.018
H5 -2.54 0.41 2.82  0.006
O6 -2.24 -1.99 2.55  -0.266
S1 -1.73 -3.31 2.62  0.564
O7 -0.50 -3.67 1.99  -0.267
O8 -2.87 -4.33 2.13  -0.269
C2 -3.47 -4.05 0.85  -0.259
C3 -2.61 -4.50 -0.31  -0.073
C4 -1.68 -3.84 4.30  -0.126
H6 -3.72 -2.99 0.77  0.117
H7 -4.41 -4.60 0.84  0.116
H8 -1.70 -3.90 -0.38  0.075
H9 -3.15 -4.41 -1.25  0.071
H10 -2.30 -5.54 -0.18  0.083
H11 -2.64 -3.62 4.76  0.070
H12 -0.89 -3.27 4.79  0.078
H13 -1.45 -4.90 4.33  0.068
O9 2.07 7.37 -0.71  -0.274
S2 3.02 7.94 0.19  0.552
O10 4.43 7.82 -0.07  -0.286
O11 2.71 7.46 1.66  -0.270
C5 2.58 6.03 1.91  -0.230
C6 3.93 5.36 2.02  -0.074
C7 2.64 9.64 0.44  -0.133
H14 1.95 5.56 1.16  0.114
H15 2.06 5.94 2.87  0.118
H16 4.44 5.35 1.05  0.071
H17 3.81 4.34 2.36  0.063
H18 4.57 5.90 2.72  0.080
H19 1.58 9.73 0.68  0.071
H20 2.86 10.17 -0.49  0.070
H21 3.26 10.02 1.24  0.070
O12 -0.05 -3.75 -3.65  -0.262
S3 -1.14 -4.04 -4.52  0.565
O13 -2.29 -4.76 -4.06  -0.279
O14 -0.58 -4.77 -5.83  -0.266
C8 0.25 -5.93 -5.64  -0.258
C9 -0.56 -7.17 -5.33  -0.075
C10 -1.67 -2.56 -5.31  -0.120
H22 0.99 -5.73 -4.86  0.115
H23 0.79 -6.06 -6.57  0.119
H24 -1.03 -7.10 -4.35  0.071
H25 0.08 -8.05 -5.33  0.079
H26 -1.35 -7.31 -6.07  0.082
H27 -0.80 -2.05 -5.71  0.075
H28 -2.15 -1.95 -4.55  0.081
H29 -2.38 -2.81 -6.09  0.073

Results
* E_LUMO: 2.00 eV
* electronic energy: -90591.67335 eV
* frontier orbital gap: 0.2053 Eh
* net charge: -1

=====

(2)
Computed, not measured: 2 unconnected molecules or ions with the total composition C2H8N2O4P, with ωB97M-V/def2-TZVPD.

Last column: Löwdin charge in e.
Element x y z (Å)
N1 -0.27 1.41 -0.04  -0.006
C1 -0.21 -0.03 0.27  -0.457
C2 -1.19 -0.39 1.42  -0.761
O1 -0.70 -0.14 2.55  -0.105
O2 -2.34 -0.80 1.15  -0.073
P1 -0.28 -1.08 -1.30  0.766
N2 -0.65 0.12 -2.48  -0.214
O3 -1.72 -1.87 -1.40  -0.338
H1 0.60 1.85 0.21  0.046
H2 -1.02 1.86 0.47  0.066
H3 0.78 -0.22 0.66  0.044
H4 -0.82 -0.35 -3.37  0.004
H5 0.13 0.76 -2.57  0.004
H6 -1.55 -2.81 -1.29  0.017
O4 2.92 0.42 1.58  -0.060
H7 3.74 0.91 1.66  0.024
H8 2.57 0.36 2.48  0.043

Results
* relative energy (zero: lowest compared OMol25 entry of this formula, charge and spin): 262.1 kJ/mol
* E_LUMO: 3.18 eV
* electronic energy: -22664.44139 eV
* frontier orbital gap: 0.2470 Eh
* net charge: -1

=====

(3)
Computed, not measured: 2 unconnected molecules or ions with the total composition C3H5O3 at a distorted geometry, with ωB97M-V/def2-TZVPD.

Last column: Löwdin charge in e.
Element x y z (Å)
C1 -2.07 1.76 1.14  -0.212
C2 1.63 -0.43 0.69  -0.185
C3 0.90 -1.38 -1.44  0.124
O1 -1.24 1.08 0.58  0.023
O2 1.69 -0.62 -0.47  0.202
O3 1.96 -0.27 1.75  0.419
H1 -1.77 2.47 2.03  0.145
H2 -3.05 1.79 0.69  0.090
H3 -0.14 -1.53 -0.90  0.171
H4 1.33 -2.22 -1.72  0.058
H5 0.76 -0.66 -2.35  0.165

Results
* relative energy (zero: lowest compared OMol25 entry of this formula, charge and spin): 52.7 kJ/mol
* E_LUMO (alpha / beta): -5.47 / -6.06 eV
* electronic energy: -9320.23752 eV
* frontier orbital gap (alpha / beta): 0.1720 / 0.4113 Eh
* net charge: +1
* spin multiplicity: 3

=====

(4)
Computed, not measured: a molecular structure, C18H16F4N7O3PtS2, with ωB97M-V/def2-TZVPD.

Last column: Löwdin charge in e.
Element x y z (Å)
Pt1 -1.21 -0.76 2.29  0.831
N1 1.84 0.86 4.84  0.234
C1 1.56 0.97 3.36  -0.325
C2 0.76 2.21 3.04  -0.102
C3 0.27 2.15 1.60  -0.307
N2 -0.96 1.28 1.52  -0.042
C4 1.40 1.78 0.63  -0.093
C5 2.38 0.68 1.06  -0.375
N3 1.76 -0.64 0.94  0.048
C6 2.82 0.90 2.52  -0.094
H1 1.29 1.53 5.37  0.169
H2 2.82 0.99 5.07  0.170
H3 1.50 -0.09 5.14  0.102
H4 0.96 0.10 3.13  0.079
H5 1.39 3.11 3.16  0.140
H6 -0.09 2.30 3.72  0.123
H7 -0.06 3.15 1.31  0.149
H8 -1.30 1.29 0.57  0.082
H9 -1.67 1.74 2.09  0.103
H10 1.99 2.69 0.49  0.132
H11 0.99 1.53 -0.35  0.114
H12 3.27 0.77 0.43  0.144
H13 2.37 -1.36 1.31  0.094
H14 1.60 -0.87 -0.03  0.079
H15 3.38 1.84 2.59  0.135
H16 3.47 0.09 2.84  0.133
O1 0.54 -1.49 5.24  -0.404
S1 -0.90 -1.38 5.00  0.150
O2 -1.72 -1.47 6.16  -0.297
O3 -1.13 -0.07 4.20  -0.590
S2 -1.45 -2.68 3.51  0.362
F1 -2.91 -3.31 -4.34  0.159
C7 -2.23 -2.18 -4.25  -0.133
C8 -1.74 -1.63 -5.37  -0.127
F2 -1.96 -2.23 -6.52  0.167
C9 -0.93 -0.42 -5.36  -0.004
C10 -0.76 0.18 -4.05  -0.129
C11 -1.23 -0.39 -2.94  -0.125
F3 -1.05 0.25 -1.77  0.105
C12 -1.97 -1.64 -2.93  0.001
C13 -2.39 -2.25 -1.78  -0.102
C14 -1.93 -1.83 -0.50  -0.057
N4 -1.52 -1.50 0.52  -0.005
C15 -3.30 -3.35 -1.76  -0.156
N5 -4.08 -4.20 -1.72  0.230
F4 -0.15 1.35 -3.95  0.153
C16 -0.35 0.08 -6.48  -0.100
C17 -0.59 -0.43 -7.80  -0.146
N6 -0.77 -0.76 -8.89  0.240
C18 0.60 1.15 -6.44  -0.147
N7 1.40 1.98 -6.39  0.231

Results
* relative energy (zero: lowest compared OMol25 entry of this formula, charge and spin): 0.0 kJ/mol
* E_LUMO (alpha / beta): -6.15 / -6.14 eV
* electronic energy: -71277.22761 eV
* frontier orbital gap (alpha / beta): 0.1879 / 0.1880 Eh
* net charge: +1

=====

(5)
Computed, not measured: a molecular structure, C19H17CaN9S, with ωB97M-V/def2-TZVPD.

Last column: Löwdin charge in e.
Element x y z (Å)
Ca1 -0.21 -0.37 -0.73  1.329
C1 3.54 -2.95 0.23  -0.064
C2 2.81 -1.90 -0.33  -0.083
N1 1.75 -1.39 0.29  -0.026
C3 1.43 -1.91 1.49  -0.215
C4 2.19 -2.93 2.03  -0.034
N2 3.23 -3.46 1.40  0.135
C5 0.23 -1.34 2.18  -0.194
C6 -0.22 -1.77 3.41  0.076
C7 -1.37 -1.21 3.98  -0.084
C8 -1.99 -0.17 3.27  0.068
C9 -1.47 0.23 2.05  -0.198
N3 -0.40 -0.36 1.51  -0.012
C10 -2.05 1.35 1.24  -0.196
C11 -3.02 2.21 1.73  -0.034
N4 -3.51 3.22 1.02  0.133
C12 -3.00 3.40 -0.19  -0.068
C13 -2.03 2.56 -0.70  -0.089
N5 -1.56 1.53 0.00  -0.028
C14 -1.92 -1.70 5.27  -0.160
C15 -2.99 -1.07 5.89  -0.005
C16 -3.50 -1.59 7.07  -0.106
N6 -3.01 -2.68 7.66  0.095
C17 -1.97 -3.27 7.08  -0.105
C18 -1.39 -2.82 5.90  -0.003
H1 4.39 -3.37 -0.30  0.129
H2 3.10 -1.48 -1.28  0.122
H3 1.96 -3.35 3.01  0.124
H4 0.31 -2.55 3.93  0.105
H5 -2.86 0.32 3.68  0.103
H6 -3.42 2.09 2.73  0.126
H7 -3.38 4.24 -0.77  0.129
H8 -1.62 2.72 -1.69  0.123
H9 -3.44 -0.17 5.50  0.105
H10 -4.33 -1.11 7.57  0.120
H11 -1.57 -4.15 7.58  0.120
H12 -0.55 -3.37 5.51  0.105
N7 -2.80 -0.82 -1.12  -0.036
N8 -3.20 -1.85 -0.23  -0.063
C19 -2.40 -2.93 -0.07  -0.847
N9 -2.84 -3.89 0.73  0.140
S1 -0.91 -3.04 -0.88  0.638
H13 -3.35 0.00 -0.89  0.097
H14 -3.04 -1.11 -2.07  0.116
H15 -4.17 -1.90 0.02  0.164
H16 -3.78 -3.91 1.08  0.130
H17 -2.31 -4.75 0.77  0.118

Results
* relative energy (zero: lowest compared OMol25 entry of this formula, charge and spin): 40.0 kJ/mol
* E_LUMO: -6.93 eV
* electronic energy: -62652.65098 eV
* frontier orbital gap: 0.2779 Eh
* net charge: +2

=====

- net charge of number 3 (C3H5O3)?
  +1

=====

- The highest net charge belongs to which entry?
  C19H17CaN9S

=====

- Number 5 is which compound?
  C19H17CaN9S